Below is F2H2P2 as an isolated structure, with properties calculated with wB97M-V/def2-TZVPD.

Geometry as XYZ:
```
6
Properties=species:S:1:pos:R:3:forces:R:3
P -2.0114 -0.7202 0.5848 0.8 0.0 -1.4
P 0.6537 0.0095 0.2070 1.0 0.3 -1.1
F 2.3172 -0.0379 -0.1557 -1.6 -0.1 0.3
F -2.1111 -1.0492 -1.0242 0.0 0.2 1.2
H 0.8463 0.8888 1.3005 -0.4 0.2 -0.3
H 0.3053 0.9089 -0.9125 0.2 -0.5 1.2
```
Forces are in eV/Å.

Summary:
- HOMO-LUMO gap (alpha / beta) (eV) = 6.929 / 6.770
- LUMO energy (alpha / beta) (eV) = -1.82 / -1.45

Atomic partial charges in e from the Mulliken method, atoms 1 to 5: P 0.246; P 0.163; F -0.352; F -0.238; H 0.086

***

Below is one molecule with the formula C8H11NO2, with properties calculated with wB97M-V/def2-TZVPD.

Geometry as XYZ:
```
22
Properties=species:S:1:pos:R:3:forces:R:3
O -0.9779 1.4241 1.3216 0.0 -1.0 0.0
O -0.1441 -0.1074 2.8533 -1.6 0.5 -4.1
N 2.3388 -2.7937 -0.5273 -1.8 2.7 1.4
C 1.6179 -1.8115 -0.0059 -0.1 -3.2 -0.9
C 1.0572 2.7004 -0.1411 -1.6 -0.3 -1.6
C -0.5855 0.0933 1.7124 0.8 0.7 1.3
C -1.3165 1.6407 -0.0885 1.2 -0.7 -0.6
C -0.1742 2.4982 -0.8510 1.0 0.4 2.7
C -1.0239 0.1618 -0.7032 0.7 -0.5 -1.5
C 0.0572 -2.1737 0.2621 0.5 1.4 -1.1
C -0.8622 -0.8874 0.4840 -1.7 0.3 0.9
H 1.0901 3.2691 0.8500 -0.2 -2.3 -0.8
H 2.0618 -0.7827 0.2041 -0.6 -1.5 -0.2
H 1.9901 2.2247 -0.5956 -0.8 2.2 0.1
H -2.3815 2.0311 -0.2486 1.5 -0.8 0.6
H 1.6976 -3.6076 -0.6470 0.6 0.6 0.1
H 0.0012 0.1735 -1.2360 -1.5 0.2 0.8
H -0.2971 -2.6496 -0.7287 0.5 0.8 1.5
H -1.8992 -1.3143 0.7469 1.3 0.7 -0.3
H -0.0734 -2.9803 1.0555 0.3 1.4 -0.7
H -0.4008 2.8910 -1.8950 0.7 -1.9 0.9
H -1.7426 -0.1154 -1.5586 0.8 0.2 1.6
```
Forces are in eV/Å.

Summary:
- HOMO-LUMO gap (eV) = 8.448
- SMILES string = [H]/N=C\C[C@@H]1C[C@H](C=C)OC1=O
- LUMO energy (eV) = -0.03

Atomic partial charges in e from the Mulliken method, atoms 1 to 5: O -0.379; O -0.569; N -0.684; C 0.050; C -0.549

***

Below is C3H5N3 as an isolated structure, with properties calculated with wB97M-V/def2-TZVPD.

Geometry as XYZ:
```
11
Properties=species:S:1:pos:R:3:forces:R:3
N -2.1852 -0.2333 -0.0327 -5.6 -3.2 1.7
N -0.0021 1.5971 -0.0662 -4.9 -3.9 -1.4
N -0.8968 -0.7737 -0.0505 0.5 4.2 0.5
C 0.0857 0.2837 0.0943 2.2 1.1 -0.5
C 1.5178 -0.1029 0.2642 1.0 -1.5 -1.4
C 2.6427 -0.4534 -0.0953 0.2 -1.4 0.3
H 3.6386 -1.0453 -0.3625 -2.8 2.0 0.9
H -2.6799 -0.2773 1.1446 2.0 0.0 -4.3
H -1.0813 1.5676 -0.5199 2.9 1.0 1.6
H -3.0210 -1.0076 -0.6462 3.7 3.0 2.4
H -0.7449 -1.7324 -0.1496 0.7 -1.3 0.2
```
Forces are in eV/Å.

Summary:
- HOMO-LUMO gap (eV) = 9.260
- LUMO energy (eV) = 0.34

Atomic partial charges in e from the Mulliken method, atoms 1 to 5: N -0.758; N -0.548; N 0.025; C 0.180; C -0.203

***

Below is an isolated ion of composition C4H8NS and charge +1, with properties calculated with wB97M-V/def2-TZVPD.

Geometry as XYZ:
```
14
Properties=species:S:1:pos:R:3:forces:R:3
S 1.0571 -0.4117 -2.0922 0.5 0.0 2.6
N 0.4206 -1.6677 0.3097 -2.5 2.0 2.5
C -0.2068 0.8040 -1.5785 -1.8 -1.1 1.2
C 1.1577 -0.3861 -0.0217 0.2 -0.1 -2.9
C 0.1551 0.7547 -0.1090 -0.4 1.9 2.3
C -0.3981 1.4545 0.9438 2.6 -3.1 -4.3
H 0.8584 -2.0513 1.1253 0.4 -1.1 0.3
H 2.1603 -0.4852 0.4943 -1.2 0.9 -0.7
H -0.6140 -1.4907 0.6390 2.2 -0.2 -1.2
H -1.1392 2.1207 0.7274 -1.9 1.8 -0.2
H -1.2882 0.4563 -1.5831 1.2 0.2 -0.8
H 0.4589 -2.1729 -0.5333 -0.2 -1.7 -1.1
H 0.0147 1.3171 1.8687 0.6 -0.1 2.5
H -0.1255 1.7278 -2.1070 0.1 0.7 -0.1
```
Forces are in eV/Å.

Summary:
- net charge = +1
- HOMO-LUMO gap (eV) = 9.617
- SMILES string = C=C1CS[C@@H]1[NH3+]
- LUMO energy (eV) = -4.11

Atomic partial charges in e from the Mulliken method, atoms 1 to 5: S -0.086; N -0.297; C -0.411; C -0.216; C 0.001

***

Below is C38H30Cl3NNiO5PS as an isolated structure, with properties calculated with wB97M-V/def2-TZVPD.

Geometry as XYZ:
```
80
Properties=species:S:1:pos:R:3:forces:R:3
Ni 0.1958 -0.1211 -0.6220 -0.1 -0.4 0.0
Cl 5.8114 -3.4846 1.8179 -0.1 0.0 0.0
Cl 2.3584 0.6621 1.2994 0.1 0.0 0.0
Cl 0.5746 -4.3833 0.8569 0.0 0.0 0.0
S 2.7457 0.2681 -2.6325 -0.1 -0.1 0.0
P -1.3016 1.2345 0.4303 0.1 0.1 0.1
O 3.9762 -0.4635 -2.6077 0.0 0.0 -0.1
O 1.5103 -0.4114 -2.2228 0.3 0.0 0.2
O 1.8136 5.2250 -0.1947 0.1 -0.1 0.2
O 0.3850 -1.4226 0.8784 0.2 0.1 -0.1
O 1.1979 3.0876 -0.4930 0.2 0.0 0.0
N 2.8140 1.5734 -1.7614 -0.3 0.2 0.1
C 3.6925 2.7152 -1.9941 0.0 0.0 0.1
C -1.3828 -1.0957 -1.3310 -0.2 0.0 0.0
C 1.7616 2.1483 -8.2977 0.0 0.0 0.0
C -0.6359 1.1717 4.4487 0.0 0.0 0.0
C -4.8455 -0.7654 1.1077 0.0 0.0 0.0
C -2.5807 3.8013 -2.4438 0.0 0.0 0.0
C -3.2982 4.7623 -1.7443 0.0 0.0 0.0
C 3.2713 1.2133 -6.5090 0.0 0.0 0.0
C -1.9621 2.7668 -1.7615 0.0 0.0 0.0
C 1.8773 -3.2628 1.1241 0.0 -0.1 0.0
C -3.6444 -1.8879 -0.6752 0.0 0.0 0.0
C -3.7847 0.1546 1.2476 0.0 0.0 0.0
C 1.5789 -1.8836 1.0873 -0.1 0.0 0.1
C 4.1954 -2.8671 1.5433 0.1 0.0 0.0
C 0.9715 1.6066 -5.9712 0.0 0.0 0.0
C -2.6731 0.0426 0.4570 0.0 0.0 0.0
C 3.5051 0.7634 -5.2152 0.0 0.0 0.0
C -2.4408 -2.9865 -2.4499 0.0 0.0 0.0
C -2.7905 3.6351 0.3181 0.0 0.0 0.0
C -0.3083 2.9644 2.3473 0.0 0.0 0.0
C 1.1870 1.1647 -4.6801 0.0 0.0 0.0
C 0.1303 3.2957 3.6208 0.0 0.0 0.0
C -4.7766 -1.7536 0.1646 0.0 0.0 0.0
C 2.0103 1.6419 -6.9025 0.0 0.0 0.0
C -0.0367 2.4035 4.6724 0.0 0.0 0.0
C -3.5538 -2.9005 -1.6650 0.0 0.0 0.0
C -1.0794 0.8335 3.1780 0.0 0.0 0.0
C -2.0639 2.6753 -0.3763 0.1 0.0 -0.1
C -3.4007 4.6792 -0.3636 0.0 0.0 0.0
C 3.9794 -1.5006 1.5248 0.0 0.0 0.0
C 3.5154 3.6590 -0.7987 0.0 -0.1 0.1
C -2.5626 -0.9868 -0.5270 0.0 0.0 0.0
C -0.9325 1.7356 2.1276 0.0 0.0 0.0
C 2.0525 4.0462 -0.4562 -0.2 0.0 -0.5
C 2.6943 -1.0461 1.3133 0.0 0.1 0.0
C -1.3582 -2.0864 -2.2773 0.0 0.0 -0.1
C 2.4589 0.7379 -4.3099 0.0 0.2 0.0
C 3.1514 -3.7529 1.3472 0.0 0.0 0.0
H 0.3138 2.6628 5.6641 0.0 0.0 0.0
H -3.9529 5.4307 0.1877 0.0 0.0 0.0
H -2.4883 3.8674 -3.5209 0.0 0.0 0.0
H -0.0212 1.9290 -6.2653 0.0 0.0 0.0
H 3.4282 3.2231 -2.9291 0.0 0.0 0.0
H -2.8703 3.5799 1.3971 0.0 0.0 0.0
H 2.6195 1.9645 -8.9440 0.0 0.0 0.0
H -5.7194 -0.6759 1.7414 0.0 0.0 0.0
H -3.8555 0.9489 1.9832 0.0 0.0 0.0
H 0.6192 4.2482 3.7840 0.0 0.0 0.0
H 4.7288 2.3826 -2.0699 0.0 0.0 0.0
H 1.5714 3.2238 -8.2900 0.0 0.0 0.0
H -0.1351 3.6398 1.5152 0.0 0.0 0.0
H -1.3856 2.0279 -2.3056 0.0 0.0 0.0
H 3.9190 3.1503 0.0814 0.0 0.0 0.0
H 3.3249 -4.8198 1.3578 0.0 0.0 0.0
H 4.0859 1.2272 -7.2237 0.0 0.0 0.0
H 0.8901 1.6659 -8.7435 0.0 0.0 0.0
H -0.7466 0.4642 5.2613 0.0 0.0 0.0
H -4.3759 -3.5985 -1.7806 0.0 0.0 0.0
H 4.0795 4.5765 -0.9547 0.0 0.0 0.0
H 4.7919 -0.8035 1.6723 0.0 0.0 0.0
H 4.4833 0.4173 -4.9081 0.0 0.0 0.0
H -1.5140 -0.1416 2.9943 0.0 0.0 0.0
H -2.3713 -3.7667 -3.2005 0.0 0.0 0.0
H -0.4763 -2.2156 -2.8985 0.0 0.0 0.0
H -3.7689 5.5810 -2.2745 0.0 0.0 0.0
H 0.3771 1.1297 -3.9608 0.0 0.0 0.0
H -5.5973 -2.4535 0.0464 0.0 0.0 0.0
H 1.9423 1.9307 -1.2406 0.1 0.1 -0.1
```
Forces are in eV/Å.

Summary:
- net charge = -1
- HOMO-LUMO gap (alpha / beta) (eV) = 7.089 / 7.374
- LUMO energy (alpha / beta) (eV) = 2.24 / 2.23
- <S²> = 2.008
- spin multiplicity = 3

Atomic partial charges in e from the Mulliken method, atoms 1 to 5: Ni 0.624; Cl -0.273; Cl -0.054; Cl -0.244; S 0.896

***

Below is one molecule with the formula C2H2N2O2, with properties calculated with wB97M-V/def2-TZVPD.

Geometry as XYZ:
```
8
Properties=species:S:1:pos:R:3:forces:R:3
O -2.2051 -0.6222 -0.2830 -0.1 0.5 0.1
O 2.3901 -0.2618 0.0733 0.7 0.0 0.3
N 1.2635 -1.2140 -0.1351 -0.2 0.6 0.0
N -0.3299 0.6622 -0.1618 0.2 -0.5 -0.2
C 0.4498 -0.2747 -0.1554 -0.2 -0.2 -0.1
C -1.7082 0.4716 -0.1935 -0.5 -0.3 0.0
H 2.4475 -0.2135 1.0403 0.2 -0.1 -0.1
H -2.2682 1.4081 -0.1531 -0.1 0.0 0.0
```
Forces are in eV/Å.

Summary:
- HOMO-LUMO gap (eV) = 10.011
- SMILES string = O=CN=C=NO
- LUMO energy (eV) = -0.37

Atomic partial charges in e from the Mulliken method, atoms 1 to 5: O -0.472; O -0.343; N -0.452; N -0.360; C 0.796

***

| no. | M (g mol⁻¹) |
| --- | --- |
| 1 | 102.0 |
| 2 | 153.2 |
| 3 | 83.1 |
| 4 | 102.2 |
| 5 | 808.8 |
| 6 | 86.0 |